Record 1
{"formula": "C6H25MgN10O7", "method": "ωB97M-V with the def2-TZVPD basis set", "symbols": ["N", "N", "N", "H", "H", "H", "N", "H", "O", "H", "H", "H", "H", "O", "C", "Mg", "N", "H", "H", "H", "H", "H", "H", "C", "N", "H", "O", "H", "O", "C", "O", "C", "N", "N", "H", "H", "H", "H", "N", "C", "N", "O", "H", "O", "H", "H", "H", "H", "C"], "xyz": [[-0.00318, -4.15192, -3.29854], [-2.49288, -0.87079, -2.25679], [-4.84444, 1.13393, -0.73194], [4.40972, 0.36615, -0.95061], [-4.30000, -0.08387, 1.04038], [-2.77300, 0.58230, 1.62100], [-3.55437, 0.58573, 0.98908], [0.90069, 1.23492, 2.39037], [-0.12718, 1.93235, -0.01789], [2.15691, 2.34382, 0.62673], [3.30417, 3.52217, 1.25217], [-2.65441, -1.79490, 0.01519], [3.37910, -0.70406, 0.67202], [0.45723, -2.10774, -4.21164], [0.47309, -2.91196, -3.26763], [-1.34108, 3.50923, 0.37661], [-3.00413, -2.45956, -0.64993], [-0.40550, 0.10734, 0.90726], [2.76987, 0.95554, -0.76286], [-3.33334, -3.38025, -0.42139], [-5.50326, 0.47845, -0.36036], [1.24905, -1.56940, -2.10889], [2.61918, -1.46621, 1.75702], [0.01793, 0.55128, -0.00126], [0.98909, 0.93970, 3.34242], [-2.24225, -0.66151, -3.20946], [5.33870, 2.30589, 0.51750], [1.77124, -3.18113, -1.71713], [-3.30533, -2.85273, -2.87891], [-3.74047, 1.44704, -0.03876], [-3.04061, 2.46775, -0.22229], [-2.93605, -2.12242, -1.97048], [3.10813, 2.63783, 0.80889], [2.04660, 2.77424, 3.78777], [-0.40154, 0.05482, -0.87727], [0.05143, -4.68025, -2.44512], [1.96218, 2.81129, 2.78794], [-4.75337, 1.54574, -1.65068], [1.08571, -2.56280, -2.11999], [1.54119, 1.64362, 4.36778], [3.73671, 0.97684, -0.51295], [3.50650, -1.27758, 1.43991], [-2.00699, -0.39664, -1.51682], [1.68944, 1.16815, 5.46726], [1.07749, 0.28392, -0.02681], [0.80641, -0.02050, 3.58821], [-0.41299, -4.58820, -4.10462], [2.53097, 3.44478, 4.35950], [4.19764, 2.03958, 0.21600]], "orbital_gap_ev": 4.61, "charge": 1}


Record 2
{"formula": "C3H5NO3", "method": "ωB97M-V with the def2-TZVPD basis set", "symbols": ["O", "C", "H", "C", "H", "H", "O", "H", "O", "C", "N", "H"], "xyz": [[-1.96463, -0.05264, -0.17310], [1.50000, 0.03507, 1.26579], [1.01571, 0.00244, -1.60860], [-0.94433, -0.43132, -1.05736], [0.96764, 1.92409, 0.10038], [-0.37150, 1.18360, 1.04810], [-1.19536, -1.12304, -1.96457], [-2.25532, -0.75551, 0.43349], [1.95312, 0.39808, 2.31965], [0.57111, 0.94182, 0.41898], [0.27392, 0.22759, -0.86933], [1.62026, -1.00035, 0.89158]], "e_above_lowest_kj_mol": 162.7, "orbital_gap_ev": 10.56, "smiles": "O=CCNC(=O)O"}


Record 3
{"formula": "C2H2N2O4", "method": "ωB97M-V with the def2-TZVPD basis set", "symbols": ["N", "O", "O", "H", "C", "O", "O", "C", "N", "H"], "xyz": [[0.84413, 1.16942, -0.12955], [-0.52924, -1.91266, 0.75768], [2.09859, -0.78136, 0.43477], [-0.59035, -1.54829, 1.75349], [-0.42419, 1.04135, -0.33753], [-1.10664, -0.13270, -0.53876], [-1.33940, 2.10549, -0.29827], [1.16853, -0.21775, 0.05595], [-0.05794, -1.10330, -0.25446], [-2.36542, 1.91361, -0.21928]], "e_above_lowest_kj_mol": 258.8, "orbital_gap_ev": 10.52, "smiles": "O=c1nc(O)on1O"}


Record 4
{"formula": "C13H10I2N3O2PtS", "method": "ωB97M-V with the def2-TZVPD basis set", "symbols": ["C", "C", "C", "C", "H", "C", "S", "C", "H", "H", "N", "H", "C", "Pt", "H", "I", "H", "H", "N", "C", "C", "C", "H", "I", "N", "C", "C", "C", "O", "H", "O", "H"], "xyz": [[1.75607, -1.17217, -1.44594], [1.71756, 2.13165, 0.55864], [0.32872, -1.30784, -0.90628], [-2.30040, 4.74133, -0.78500], [1.82887, -0.24368, -2.02245], [2.95321, -1.12282, -0.48903], [-3.31461, -2.86243, 2.72863], [-0.43080, 2.78345, -0.04797], [0.14507, -2.33396, -0.59567], [4.15372, -1.82769, -2.05068], [-0.99860, -1.72096, 1.65498], [3.20227, 3.67744, 0.75416], [2.17464, 3.45448, 0.49857], [-0.25509, -0.14435, 0.66374], [-0.36788, -1.02527, -1.69389], [-4.67352, 2.88074, -1.07685], [2.37108, 1.31074, 0.82885], [1.95285, -2.00727, -2.12909], [0.46773, 1.81304, 0.32491], [1.31196, 4.45060, 0.15951], [-1.82569, 2.36246, -0.28692], [-0.02919, 4.14590, -0.15981], [4.97056, -1.50850, -0.55794], [-0.47201, 7.12084, -0.81901], [4.11982, -1.54444, -1.08901], [-2.00060, -2.16194, 2.08189], [-0.99685, 5.10178, -0.54472], [-2.70064, 3.41346, -0.66844], [-2.16405, 1.16797, -0.17980], [1.64703, 5.47964, 0.14487], [2.96694, -0.73404, 0.65734], [-3.02564, 5.49588, -1.06222]], "e_above_lowest_kj_mol": 113.3, "orbital_gap_ev": 6.36, "charge": -1}